{
  "formula": "C5H14",
  "method": "wB97M-V/def2-TZVPD",
  "smiles": "CCC.CC",
  "e_above_lowest_ev": 0.443,
  "e_homo_ha": -0.413,
  "lumo_ev": 1.2,
  "multiplicity": 1,
  "orbital_gap_ev": 12.4,
  "total_energy_ev": -5411.607,
  "charge": 0,
  "symbols": ["H", "H", "H", "C", "H", "C", "H", "H", "C", "H", "C", "H", "H", "H", "H", "H", "H", "H", "C"],
  "coordinates": [[-0.293, 0.947, 2.772], [-1.331, 1.740, -0.024], [0.071, -1.237, 1.026], [0.523, -1.511, -2.064], [-0.172, -1.973, -1.368], [-0.322, 0.897, 1.683], [0.717, 1.134, 1.426], [-0.654, 2.942, 0.983], [-1.178, 1.982, 1.029], [-0.025, -0.988, -2.845], [1.573, -0.611, -1.417], [-1.406, -0.910, 1.971], [1.593, 0.415, -1.775], [-1.302, -0.560, 0.321], [2.579, -1.022, -1.527], [0.996, -2.327, -2.614], [1.468, -0.582, -0.334], [-2.127, 2.171, 1.529], [-0.708, -0.506, 1.229]]
}

---

{
  "formula": "C16H20Br2F2N2O4",
  "method": "wB97M-V/def2-TZVPD",
  "smiles": "C[N+](=O)[O-].C[N+](=O)[O-].Fc1ccccc1.Fc1ccccc1.BrCCBr",
  "e_above_lowest_ev": 0.000,
  "e_homo_ha": -0.341,
  "lumo_ev": 0.0,
  "multiplicity": 1,
  "orbital_gap_ev": 9.3,
  "total_energy_ev": -173599.314,
  "charge": 0,
  "symbols": ["H", "C", "N", "C", "C", "C", "H", "Br", "C", "H", "C", "H", "H", "H", "N", "H", "O", "C", "C", "C", "H", "C", "F", "O", "H", "H", "O", "C", "C", "O", "H", "C", "H", "H", "H", "H", "C", "F", "H", "H", "H", "Br", "H", "H", "C", "C"],
  "coordinates": [[18.522, 4.474, -18.155], [15.275, 6.403, -17.210], [10.523, 14.957, -22.573], [7.495, 8.961, -21.557], [15.855, 5.612, -16.288], [17.124, 5.950, -18.831], [10.395, 13.404, -23.943], [12.316, 11.611, -18.948], [14.408, 3.930, -20.491], [11.409, 12.934, -22.521], [8.264, 11.221, -21.344], [15.116, 3.619, -19.723], [13.616, 3.204, -20.303], [7.457, 7.990, -22.028], [13.761, 5.203, -20.139], [12.744, 8.771, -18.704], [9.355, 15.194, -22.878], [15.954, 6.596, -18.436], [11.162, 13.719, -23.235], [7.467, 8.896, -20.166], [8.748, 12.068, -21.806], [17.036, 4.956, -16.663], [15.359, 7.489, -19.358], [13.623, 6.106, -21.009], [8.160, 12.121, -19.411], [7.610, 9.875, -18.352], [11.284, 15.576, -21.813], [11.570, 10.109, -19.993], [17.689, 5.108, -17.891], [13.281, 5.262, -19.031], [11.967, 13.979, -23.922], [7.661, 10.039, -19.418], [12.980, 8.445, -20.468], [17.477, 4.251, -15.974], [14.867, 3.914, -21.479], [7.352, 7.970, -19.622], [12.295, 8.795, -19.696], [8.298, 10.148, -23.441], [17.592, 6.281, -19.747], [14.315, 6.825, -16.947], [11.481, 10.344, -21.053], [10.919, 7.320, -19.521], [10.542, 10.006, -19.645], [15.364, 5.268, -15.389], [8.103, 10.092, -22.112], [7.933, 11.247, -20.003]]
}

---

{
  "formula": "C4H10O3",
  "method": "wB97M-V/def2-TZVPD",
  "smiles": "C[C@@H](O)CC=O.O",
  "e_above_lowest_ev": 1.259,
  "e_homo_ha": -0.363,
  "lumo_ev": 0.6,
  "multiplicity": 1,
  "orbital_gap_ev": 10.5,
  "total_energy_ev": -10451.984,
  "charge": 0,
  "symbols": ["H", "O", "H", "H", "H", "C", "C", "H", "H", "O", "C", "H", "H", "O", "H", "H", "C"],
  "coordinates": [[1.857, -1.000, 0.063], [-0.155, 0.759, -0.788], [-1.906, 1.831, -0.037], [0.968, 0.859, 1.622], [-1.194, -0.699, 0.075], [0.847, -1.356, -0.207], [1.041, -1.680, -1.697], [0.784, -2.295, 0.334], [0.887, -0.894, -2.448], [-2.437, 2.608, 0.212], [-0.181, -0.312, 0.185], [0.268, -0.537, 2.321], [0.700, 1.143, -0.772], [1.412, -2.780, -2.011], [-0.806, 0.763, 1.940], [-2.161, 3.355, -0.366], [0.076, 0.237, 1.572]]
}

---

{
  "formula": "C2H4N4O2",
  "method": "wB97M-V/def2-TZVPD",
  "e_above_lowest_ev": 5.809,
  "e_homo_ha": -0.349,
  "lumo_ev": 0.2,
  "multiplicity": 1,
  "orbital_gap_ev": 9.7,
  "total_energy_ev": -12187.678,
  "charge": 0,
  "symbols": ["N", "H", "C", "N", "O", "N", "N", "H", "H", "C", "H", "O"],
  "coordinates": [[-2.563, 0.201, -0.684], [0.943, -1.973, -0.093], [-1.352, 0.301, -0.355], [2.520, 0.183, 0.915], [-0.572, -0.545, -1.144], [-0.650, 0.677, 0.806], [0.812, -0.759, -0.517], [-1.195, 1.286, 1.364], [-2.803, -0.149, -1.516], [1.456, 0.270, 0.266], [2.866, -0.856, 0.801], [0.538, 1.365, 0.158]]
}

---

{
  "formula": "CH3NO",
  "method": "wB97M-V/def2-TZVPD",
  "e_above_lowest_ev": 4.992,
  "e_homo_ha": -0.336,
  "lumo_ev": 0.1,
  "multiplicity": 1,
  "orbital_gap_ev": 9.3,
  "total_energy_ev": -4618.429,
  "charge": 0,
  "symbols": ["O", "C", "N", "H", "H", "H"],
  "coordinates": [[-2.012, 0.183, 0.019], [0.648, 0.330, -0.032], [-0.373, -0.402, -0.062], [0.560, 1.394, -0.179], [1.625, -0.112, 0.140], [-0.449, -1.393, 0.113]]
}

---

{
  "formula": "C38H35CrO8P4",
  "method": "wB97M-V/def2-TZVPD",
  "s2": 6.0209,
  "e_above_lowest_ev": 0.000,
  "e_homo_ha": [-0.414, -0.409],
  "lumo_ev": [-2.0, -2.2],
  "multiplicity": 5,
  "orbital_gap_ev": [9.3, 9.0],
  "total_energy_ev": -121934.241,
  "charge": 1,
  "symbols": ["H", "H", "C", "H", "O", "O", "C", "P", "H", "C", "C", "C", "H", "Cr", "C", "H", "P", "O", "H", "H", "H", "C", "C", "P", "O", "C", "H", "C", "O", "H", "C", "C", "H", "C", "C", "H", "H", "C", "H", "C", "H", "C", "H", "H", "H", "H", "H", "C", "C", "C", "O", "P", "H", "C", "C", "C", "H", "C", "C", "C", "C", "C", "C", "H", "H", "C", "C", "O", "H", "C", "H", "C", "C", "H", "H", "O", "H", "C", "C", "H", "C", "C", "H", "H", "H", "H"],
  "coordinates": [[1.773, 4.425, 4.396], [-4.280, 2.310, 3.099], [1.703, -3.039, -3.139], [-2.269, 4.112, 3.003], [-1.970, 1.562, 2.138], [1.559, -4.547, 0.374], [-1.634, 1.809, -2.512], [-0.826, -2.808, -2.072], [-1.072, -2.580, -4.227], [1.234, 2.552, 3.506], [-1.066, 2.771, -3.341], [4.861, -1.005, 2.715], [-2.435, -3.098, 6.002], [-0.332, -0.502, 0.000], [-5.015, 3.299, -0.065], [1.565, 1.607, -1.001], [0.427, 0.112, 2.291], [3.042, -2.667, -0.546], [2.851, 1.301, 1.269], [-1.521, -4.601, -1.153], [-6.116, 3.349, 1.776], [-4.170, 2.497, 2.039], [3.144, 0.441, 1.862], [1.566, -3.228, -0.292], [-0.909, -1.344, -1.746], [-5.188, 3.075, 1.293], [-0.736, -2.550, 2.121], [-2.804, 2.334, 0.041], [-1.729, -3.653, -1.103], [3.710, -3.334, -0.346], [-1.385, 2.799, -4.693], [-0.002, 2.983, -0.453], [2.698, -3.472, -3.059], [4.481, 0.096, 1.956], [-1.444, -1.225, 5.676], [-1.985, -3.935, 3.720], [-0.378, 3.502, -2.938], [-1.644, -2.952, 4.015], [-0.470, 5.417, 4.073], [-2.525, 0.876, -3.046], [1.805, -1.953, -3.122], [-1.893, -2.483, 5.296], [0.927, -5.331, -1.273], [2.214, 2.115, 3.648], [2.840, 5.545, 0.069], [-3.718, 3.081, -1.753], [4.194, -2.608, 3.973], [-0.297, 4.279, -0.044], [3.902, -1.750, 3.382], [1.324, 2.617, -0.677], [0.589, -4.937, -2.103], [-1.272, 1.719, -0.734], [0.494, 6.200, 0.475], [0.835, -3.536, -1.989], [-1.024, 2.385, 2.725], [-0.499, -0.899, 3.485], [5.906, -1.278, 2.786], [-0.748, -0.434, 4.775], [-1.289, 3.677, 3.144], [0.727, 5.195, 0.148], [0.987, 3.852, 3.924], [-3.834, 2.924, -0.689], [-2.277, 1.877, -5.217], [-3.554, 0.201, -4.797], [-5.805, 3.757, -0.645], [0.231, 1.806, 2.897], [2.045, 4.827, -0.080], [-1.435, -3.100, -3.499], [-2.966, 0.121, -2.408], [2.176, -0.302, 2.537], [5.228, 0.681, 1.436], [-0.951, -2.162, 3.109], [-2.988, 2.155, 1.411], [-1.325, 4.573, 0.128], [-1.636, -0.859, 6.676], [0.802, -2.063, 0.310], [-2.530, 1.907, -6.269], [-0.271, 4.406, 3.743], [2.561, -1.400, 3.298], [1.819, -1.992, 3.819], [2.345, 3.537, -0.500], [-2.851, 0.917, -4.391], [3.372, 3.249, -0.684], [1.277, -3.356, -4.092], [-0.402, 0.547, 5.077], [-0.940, 3.550, -5.332]]
}

---

{
  "formula": "C13H17Cl3GeN4O6P2Sr",
  "method": "wB97M-V/def2-TZVPD",
  "s2": 0.7534,
  "e_above_lowest_ev": 0.000,
  "e_homo_ha": [-0.428, -0.427],
  "lumo_ev": [-2.5, -5.6],
  "multiplicity": 2,
  "orbital_gap_ev": [9.1, 6.0],
  "total_energy_ev": -145504.372,
  "charge": 1,
  "symbols": ["C", "H", "C", "H", "H", "C", "C", "H", "H", "Sr", "N", "O", "Cl", "N", "C", "C", "O", "C", "H", "C", "O", "O", "H", "H", "H", "Cl", "N", "H", "P", "H", "C", "Ge", "H", "H", "C", "C", "O", "Cl", "P", "N", "C", "H", "H", "H", "O", "H", "C"],
  "coordinates": [[-0.589, 3.590, -0.441], [-4.104, 2.795, -2.631], [-3.452, 3.410, -3.242], [-1.315, 1.143, 1.753], [3.654, -4.003, 4.588], [-1.338, 4.062, -3.755], [-3.227, 4.922, -4.897], [-0.784, 4.632, -0.658], [3.196, -5.438, 2.457], [0.275, -1.589, 0.862], [-0.123, 0.913, 0.076], [-0.165, -2.138, 3.305], [-3.656, 0.523, -0.848], [-4.037, 4.182, -4.152], [-1.850, 4.897, -4.741], [2.580, -3.816, 4.595], [2.332, -3.142, 0.630], [2.004, -3.849, 3.190], [1.770, -5.164, 1.618], [0.199, 2.842, -1.312], [4.330, -3.065, 2.278], [-0.283, -4.577, 4.249], [4.973, -2.625, 1.705], [0.712, 4.361, -4.375], [2.415, -2.822, 5.010], [-3.234, -2.739, -2.027], [2.203, -5.215, 2.553], [-1.725, 3.550, 1.387], [0.163, -3.579, 3.085], [2.082, -4.538, 5.243], [0.120, 3.959, -3.562], [-2.259, -0.874, -1.657], [-1.240, -4.681, 4.347], [-3.694, 5.557, -5.641], [0.780, 3.394, -2.551], [0.435, 1.518, -0.979], [-0.213, -4.048, 1.707], [-1.455, -0.128, -3.481], [2.807, -2.682, 1.984], [-2.153, 3.315, -3.005], [-0.877, 1.649, 0.899], [1.744, -5.948, 3.098], [1.859, 3.324, -2.638], [-1.203, 5.503, -5.360], [2.408, -1.275, 2.270], [1.051, 0.901, -1.625], [-1.115, 2.994, 0.688]]
}